# 1
{
  "formula": "C28H33F3N3O4PS6Ti",
  "method": "ωB97M-V/def2-TZVPD",
  "symbols": ["Ti", "S", "S", "S", "S", "S", "S", "P", "F", "F", "F", "O", "O", "O", "O", "N", "N", "N", "C", "C", "C", "C", "C", "C", "C", "C", "C", "C", "C", "C", "C", "C", "C", "C", "C", "C", "C", "C", "C", "C", "C", "C", "C", "C", "C", "C", "H", "H", "H", "H", "H", "H", "H", "H", "H", "H", "H", "H", "H", "H", "H", "H", "H", "H", "H", "H", "H", "H", "H", "H", "H", "H", "H", "H", "H", "H", "H", "H", "H"],
  "xyz": [[-0.4182, 1.0708, 1.0498], [3.7885, 3.3553, 0.4112], [0.0145, 1.4286, 3.6207], [-1.5673, 2.7107, 4.0996], [0.9308, 3.3053, 1.0173], [-3.1632, 1.9576, 3.0777], [-2.7053, 2.3078, 1.0643], [-2.8660, -0.5496, -1.2332], [2.3173, 1.4454, -5.3364], [0.2945, 1.7262, -6.0283], [1.3851, 3.4175, -5.2535], [-4.4218, -1.1583, -1.2361], [-1.0912, -0.6127, 1.5233], [-2.1460, -1.9153, -1.8420], [-2.8220, 0.3323, -2.5861], [2.5605, 1.0995, 0.7757], [-0.2551, 1.2602, -1.0453], [1.4927, 0.2606, 1.1360], [3.3207, -1.2625, 1.4858], [0.4078, -4.2732, 2.6078], [0.7019, 1.8211, -3.6620], [6.3730, 1.7108, 3.1116], [2.3190, 2.3777, 0.7304], [5.0808, 2.2713, 1.0475], [4.0569, 2.2603, 3.3853], [-4.2066, -0.1180, -4.5206], [-2.8062, -0.1163, -3.9388], [0.8376, -1.9870, 1.8498], [1.2693, -3.2774, 2.1785], [4.1726, 2.0261, 4.7493], [-0.9477, -3.9857, 2.7390], [-5.3103, -0.4328, -0.3733], [-6.0666, 0.6330, -1.1395], [-0.5612, -1.7361, 1.9210], [-1.4215, -2.7363, 2.4088], [6.4924, 1.4845, 4.4753], [0.9303, 0.5663, -3.0378], [-0.1142, 2.7440, -2.9461], [1.8510, -0.9360, 1.4579], [1.1679, 2.0977, -5.0126], [5.1596, 2.1040, 2.5495], [0.4575, 0.3400, -1.7825], [5.3872, 1.6444, 5.3012], [-3.1938, -4.0890, -1.8334], [-2.2857, -3.1218, -1.1009], [-0.5598, 2.4339, -1.7007], [-2.8232, -4.2581, -2.8468], [-1.2853, -3.5443, -0.9751], [-0.3969, 3.6918, -3.3857], [3.7229, -1.2620, 0.4701], [4.9185, 1.2929, 0.5919], [3.8484, -0.4801, 2.0311], [3.5368, -2.2127, 1.9554], [-2.1558, 0.5767, -4.4753], [-4.7418, 0.0304, 0.4406], [-4.1715, -0.3845, -5.5808], [-2.4667, -2.4719, 2.5053], [-2.3578, -1.1079, -3.9960], [-2.6758, -2.9155, -0.0998], [3.0927, 2.5498, 2.9861], [7.2355, 1.5748, 2.4662], [-3.2310, -5.0485, -1.3101], [-5.9961, -1.1649, 0.0606], [-1.6357, -4.7474, 3.0899], [-1.2041, 3.1155, -1.1616], [-4.6596, 0.8708, -4.4274], [0.7962, -5.2524, 2.8572], [6.0184, 2.6756, 0.6600], [0.6114, -0.6230, -1.3097], [2.3140, -3.5316, 2.0977], [-4.8396, -0.8342, -3.9952], [-5.3731, 1.3807, -1.5268], [5.4714, 1.4657, 6.3666], [7.4442, 1.1720, 4.8901], [1.4619, -0.2237, -3.5533], [3.2914, 2.1286, 5.3706], [-4.2005, -3.6762, -1.8995], [-6.7796, 1.1345, -0.4809], [-6.6091, 0.1940, -1.9805]],
  "charge": -2,
  "energy_ha": -5431.813303,
  "s_squared": 2.02,
  "homo_lumo_gap_ev": [4.34, 5.66],
  "molar_mass_g_mol": 803.83,
  "multiplicity": 3
}

=====

# 2
{
  "formula": "C3H7N2",
  "method": "ωB97M-V/def2-TZVPD",
  "symbols": ["N", "N", "C", "C", "C", "H", "H", "H", "H", "H", "H", "H"],
  "xyz": [[-0.0862, 0.4293, 0.3756], [0.8697, -1.6508, -0.4902], [2.1574, -1.3348, -0.7713], [-1.0045, 1.0450, 0.7069], [-2.1693, 1.6149, 1.3263], [2.4820, -2.4845, -0.5624], [-2.8162, 2.2213, 0.7421], [2.8408, -0.7692, 0.0249], [0.4920, -2.0657, 0.3539], [-1.7969, 2.2121, 2.1614], [2.3131, -0.9677, -1.8080], [-2.7214, 0.7630, 1.7863]],
  "charge": 1,
  "energy_ha": -227.585627,
  "homo_lumo_gap_ev": 8.19,
  "molar_mass_g_mol": 71.10
}

=====

# 3
{
  "formula": "C15H20N2O2Re",
  "method": "ωB97M-V/def2-TZVPD",
  "symbols": ["Re", "O", "O", "N", "N", "C", "C", "C", "C", "C", "C", "C", "C", "C", "C", "C", "C", "C", "C", "C", "H", "H", "H", "H", "H", "H", "H", "H", "H", "H", "H", "H", "H", "H", "H", "H", "H", "H", "H", "H"],
  "xyz": [[0.5222, -0.3170, -1.2182], [1.8373, -3.1264, -0.3535], [0.8104, -1.2958, 0.5714], [-1.5975, 0.0757, -0.2893], [0.6823, 1.3831, 0.2127], [1.4412, -2.4660, 0.6062], [1.6305, -2.8870, 2.0443], [-2.8469, 1.3910, 1.3146], [-2.7494, -0.5764, -0.5540], [-4.0203, 0.7086, 1.0577], [-3.9589, -0.2805, 0.0808], [-0.4075, 1.7499, 0.9398], [-0.3289, -2.0202, -1.9550], [-0.3277, 2.7554, 1.9159], [0.2498, 0.1286, -3.1798], [2.0271, 2.8308, 1.5576], [0.9070, 3.2790, 2.2535], [1.8705, 1.9111, 0.5346], [-1.6454, 1.0503, 0.6567], [2.5368, -0.4249, -1.3594], [3.0491, 3.1347, 1.7542], [2.0065, -3.9060, 2.0850], [0.6647, -2.7759, 2.5482], [1.0035, 0.8793, -3.4646], [-2.8243, 2.2013, 2.0288], [-1.2588, 3.0554, 2.3857], [2.9802, 0.5694, -1.2724], [3.0954, -1.0446, -0.6516], [2.7992, -0.6931, -2.3952], [0.4312, -0.7438, -3.8431], [2.7172, 1.5596, -0.0397], [-0.7607, 0.4446, -3.4681], [-1.0249, -1.8277, -2.7922], [-0.8992, -2.4576, -1.1244], [-4.8354, -0.8581, -0.1793], [-2.6752, -1.3816, -1.2855], [0.4561, -2.7308, -2.2690], [2.3740, -2.2178, 2.4895], [-4.9327, 0.9255, 1.6053], [1.0016, 3.9979, 3.0517]],
  "charge": 2,
  "energy_ha": -921.080065,
  "s_squared": 3.81,
  "homo_lumo_gap_ev": [6.23, 2.97],
  "molar_mass_g_mol": 446.54,
  "multiplicity": 4
}